Entry 1:
# C3H12Br3ClINO2P2SSb

A molecular structure, C3H12Br3ClINO2P2SSb in a non-equilibrium geometry (ωB97M-V with the def2-TZVPD basis set, OMol25).

Calculated values
Net charge: -1
HOMO-LUMO gap: 5.7 eV
E_tot: -10127.7903 a.u.
Multiplicity: 1
HOMO energy: -0.1282 hartree
Maximum force: 2.3 eV/A
Lowest unoccupied orbital energy: 2.21 eV

Geometry (Å):
N 3.8501 0.1166 -1.0544
C 3.3156 -0.5176 0.1766
C 1.8256 -0.2459 0.5201
Sb 0.3969 0.1545 -1.1254
S -1.2830 0.6619 -2.8744
P 0.3463 -2.2488 -1.9363
O 1.8419 -2.9197 -1.3815
Cl -1.1018 -3.4214 -0.9789
P -1.4288 -0.1035 0.6456
O -1.0466 -1.4260 1.6757
I -3.6412 -0.6109 -0.3995
H 4.1906 -0.6474 -1.6295
H 4.6933 0.6380 -0.8441
H 3.9318 -0.1331 1.0249
H 3.5385 -1.6007 0.1547
H 1.4419 -1.1343 1.0652
H 1.7855 0.6096 1.2257
H 0.4125 1.8602 -0.7325
H 1.6318 0.4601 -2.3107
H -1.3241 2.0202 -3.0812
H 1.6226 -3.6946 -0.8611
H -0.7549 -1.0804 2.5163
C -4.8988 2.7514 2.1014
Br -6.3608 1.7526 1.3239
Br -3.9339 1.7007 3.4080
Br -3.7200 3.4660 0.7455
H -5.3311 3.5927 2.6258

Entry 2:
# C3H9N

A gas-phase ion, C3H9N (charge -1) (ωB97M-V with the def2-TZVPD basis set, OMol25).

Calculated values
Net charge: -1
HOMO-LUMO gap (alpha / beta): 3.1 / 10.0 eV
E_tot: -174.3886 a.u.
Multiplicity: 2
HOMO energy (alpha / beta): 0.0584 / -0.1948 hartree
Maximum force: 0.7 eV/A
Lowest unoccupied orbital energy (alpha / beta): 4.73 / 4.75 eV
Energy above the lowest of the compared OMol25 structures with the same formula, charge and spin: 0.0 kJ/mol

Geometry (Å):
C -0.8323 1.0270 0.2645
C 0.4076 0.1428 0.0755
C 0.2371 -1.2559 0.6481
N 0.8761 0.0578 -1.3185
H -1.0193 1.5870 -0.6571
H -1.7290 0.4334 0.4384
H -0.7687 1.7619 1.0717
H 1.2486 0.5848 0.6162
H -0.3098 -1.1439 1.5876
H -0.4037 -1.8743 0.0124
H 1.1923 -1.7230 0.8751
H 0.8097 0.9767 -1.7586
H 0.2914 -0.5743 -1.8554

Entry 3:
# C7H14CdO4

A molecular structure, C7H14CdO4 in a non-equilibrium geometry (ωB97M-V with the def2-TZVPD basis set, OMol25).

Calculated values
HOMO-LUMO gap: 4.6 eV
E_tot: -743.5549 a.u.
Multiplicity: 1
HOMO energy: -0.1992 hartree
Maximum force: 3.4 eV/A
Lowest unoccupied orbital energy: -0.84 eV
Energy above the lowest of the compared OMol25 structures with the same formula, charge and spin: 0.0 kJ/mol

Geometry (Å):
C 1.0479 3.2808 -0.6113
O 2.2400 2.7925 -0.0746
C -0.1337 2.3472 -0.3344
O 0.2658 1.0376 -0.7162
C -0.4111 -0.1064 -0.0444
C 0.4470 -1.3130 -0.3443
O 1.8469 -1.0687 -0.0759
C 2.6602 -2.2336 -0.1253
Cd 2.2252 0.8941 -0.0848
H 1.1284 3.4115 -1.7105
H 0.7859 4.2713 -0.1920
H -1.0292 2.6395 -0.9048
H -0.3814 2.3661 0.7425
H 0.3611 -1.6107 -1.4017
H 0.1330 -2.1479 0.2973
H 3.6883 -1.9351 0.1034
H 2.3092 -2.9608 0.6197
H 2.6163 -2.6773 -1.1294
H -0.5217 0.0750 1.0393
C -3.0668 -1.1221 1.3387
O -2.9067 -0.0859 0.3988
C -1.9166 -0.3036 -0.5925
H -4.1430 -1.3157 1.4655
H -2.5726 -2.0505 0.9955
H -2.6375 -0.8465 2.3188
H -2.0349 -1.3381 -0.9775

> What is the maximum force in the third record?

3.4 eV/A

Repeat the first record exactly.
# C3H12Br3ClINO2P2SSb

A molecular structure, C3H12Br3ClINO2P2SSb in a non-equilibrium geometry (ωB97M-V with the def2-TZVPD basis set, OMol25).

Calculated values
Net charge: -1
HOMO-LUMO gap: 5.7 eV
E_tot: -10127.7903 a.u.
Multiplicity: 1
HOMO energy: -0.1282 hartree
Maximum force: 2.3 eV/A
Lowest unoccupied orbital energy: 2.21 eV

Geometry (Å):
N 3.8501 0.1166 -1.0544
C 3.3156 -0.5176 0.1766
C 1.8256 -0.2459 0.5201
Sb 0.3969 0.1545 -1.1254
S -1.2830 0.6619 -2.8744
P 0.3463 -2.2488 -1.9363
O 1.8419 -2.9197 -1.3815
Cl -1.1018 -3.4214 -0.9789
P -1.4288 -0.1035 0.6456
O -1.0466 -1.4260 1.6757
I -3.6412 -0.6109 -0.3995
H 4.1906 -0.6474 -1.6295
H 4.6933 0.6380 -0.8441
H 3.9318 -0.1331 1.0249
H 3.5385 -1.6007 0.1547
H 1.4419 -1.1343 1.0652
H 1.7855 0.6096 1.2257
H 0.4125 1.8602 -0.7325
H 1.6318 0.4601 -2.3107
H -1.3241 2.0202 -3.0812
H 1.6226 -3.6946 -0.8611
H -0.7549 -1.0804 2.5163
C -4.8988 2.7514 2.1014
Br -6.3608 1.7526 1.3239
Br -3.9339 1.7007 3.4080
Br -3.7200 3.4660 0.7455
H -5.3311 3.5927 2.6258

> What is the E_tot in the first record?

-10127.7903 a.u.